<a>
C3H6F2 | ωB97M-V/def2-TZVPD

Last column: natural (NBO) charge in e.
Geometry (Å):
F -1.85 0.12 -0.66  -0.3302
F -2.42 0.25 1.48  -0.3256
C 1.14 -0.38 0.24  -0.3220
C -1.84 -0.45 0.53  0.5445
C 1.21 0.73 -0.64  -0.7079
H -1.88 -1.53 0.58  0.1246
H 0.66 -1.32 -0.13  0.1600
H 2.07 0.68 -1.33  0.2224
H 0.26 0.76 -1.27  0.2276
H 1.21 1.65 -0.15  0.2164
H 1.43 -0.51 1.35  0.1902

## Properties
E_HOMO (alpha / beta)   -7.9 / -8.3 eV
HOMO-LUMO gap (alpha / beta)   8.88 / 9.11 eV


<b>
C3H6F2 | ωB97M-V/def2-TZVPD

Last column: natural (NBO) charge in e.
Geometry (Å):
F 2.27 -0.06 -0.30  -0.4200
F -2.03 0.65 -0.40  -0.4016
C 1.10 0.77 0.16  0.0223
C -1.32 -0.45 0.23  0.0577
C -0.02 -0.35 -0.40  -0.4438
H -1.76 -1.20 -0.06  0.1570
H -1.32 -0.27 1.35  0.1666
H 1.11 0.72 1.33  0.1869
H 0.84 -1.25 -0.10  0.2453
H -0.08 -0.37 -1.44  0.2211
H 1.21 1.80 -0.37  0.2084

## Properties
E_HOMO   -11.7 eV
HOMO-LUMO gap   12.73 eV
Structure (SMILES)   FCCCF


Sorted by energy, starting with the most stable: <b>, <a>.


<a>
C8H10N2O3 | ωB97M-V/def2-TZVPD

Last column: natural (NBO) charge in e.
Geometry (Å):
O -2.75 1.45 1.09  -0.6131
O 2.94 0.75 -0.73  -0.6285
O 2.12 -1.38 -0.25  -0.5359
N -3.08 -1.49 -1.34  -0.6328
N -3.38 -0.54 -0.16  -0.4961
C -0.90 0.28 0.11  -0.1781
C -0.48 1.65 -0.18  -0.1878
C 1.13 -0.38 -0.34  0.2175
C -2.51 0.44 0.42  0.6894
C 0.80 2.03 -0.82  -0.2993
C 1.67 0.88 -0.74  0.2888
C 2.77 -1.14 1.10  -0.2459
C -0.09 -0.69 0.04  -0.2801
H -0.45 -1.54 0.55  0.2317
H -2.23 -1.11 -1.84  0.3810
H 3.16 -2.24 1.67  0.1899
H 1.78 -0.92 1.79  0.1816
H 3.49 -0.44 1.04  0.1714
H 1.22 2.98 -0.93  0.2185
H -2.87 -2.34 -0.65  0.3757
H 3.43 1.73 -0.20  0.4766
H -4.28 -0.36 -0.04  0.3760
H -1.46 2.37 0.41  0.2995

## Properties
E_HOMO   -8.1 eV
HOMO-LUMO gap   8.04 eV


<b>
C8H10N2O3 | ωB97M-V/def2-TZVPD

Last column: natural (NBO) charge in e.
Geometry (Å):
O 0.52 0.26 -1.45  -0.3931
O -2.94 1.75 0.61  -0.6685
O -0.40 -2.73 0.13  -0.5945
N -1.75 -1.30 -0.83  -0.5708
N -1.13 0.50 1.06  -0.8272
C 1.41 -0.43 0.57  -0.1282
C 1.97 0.92 0.31  -0.4576
C 0.49 -0.61 -0.47  0.5361
C -0.54 -1.63 -0.37  0.5853
C 1.53 1.23 -1.11  -0.0744
C -2.23 0.07 -0.98  -0.3385
C 1.77 -1.19 1.61  -0.2270
C -2.15 0.87 0.34  0.6038
H -1.99 0.61 -1.88  0.2186
H -0.77 1.03 1.83  0.3643
H -3.25 -0.03 -1.12  0.2262
H 1.45 -2.18 1.95  0.2400
H 2.50 -0.86 2.31  0.1932
H 1.17 2.25 -1.35  0.2217
H 1.58 1.65 0.98  0.2379
H 2.97 0.87 0.40  0.2315
H -2.52 -2.07 -0.70  0.4257
H 2.29 1.04 -1.85  0.1953

## Properties
E_HOMO (alpha / beta)   -8.2 / -8.2 eV
HOMO-LUMO gap (alpha / beta)   6.49 / 6.48 eV


Sorted by energy, starting with the most stable: <b>, <a>.


<a>
C6H6N2O | ωB97M-V/def2-TZVPD

Last column: natural (NBO) charge in e.
Geometry (Å):
O -1.55 -1.87 -0.30  -0.7105
N 0.28 -0.32 -0.31  -0.3271
N 1.17 0.05 -1.24  -0.1462
C -1.09 -0.63 -0.62  0.2210
C -1.97 0.46 -0.18  -0.0518
C 0.81 -0.15 0.97  0.0079
C -2.59 1.39 0.27  -0.2258
C 2.31 0.33 -0.62  -0.0813
C 2.13 0.27 0.74  -0.2724
H 0.30 -0.27 1.89  0.2062
H -3.15 2.19 0.54  0.2221
H 3.10 0.71 -1.24  0.2181
H 2.89 0.43 1.45  0.2212
H -0.98 -0.43 -2.00  0.2224
H -1.67 -2.15 0.66  0.4963

## Properties
Expectation value of S²   2.0058
2S+1   3
E_HOMO (alpha / beta)   -5.1 / -9.5 eV
HOMO-LUMO gap (alpha / beta)   5.84 / 7.14 eV


<b>
C6H6N2O | ωB97M-V/def2-TZVPD

Last column: natural (NBO) charge in e.
Geometry (Å):
O -1.30 1.62 -0.61  -0.5947
N 0.97 1.27 0.66  -0.7005
N 3.94 -0.17 -0.38  -0.2946
C -0.72 -1.32 -0.22  -0.3470
C -1.91 -0.60 -0.20  -0.1653
C 2.84 -0.04 -0.14  0.2126
C 1.43 0.09 0.13  0.0310
C -2.14 0.79 -0.22  0.2736
C 0.67 -1.04 -0.18  -0.0507
H 0.11 1.78 0.44  0.4459
H 1.51 2.11 0.82  0.3987
H -2.90 -1.25 -0.03  0.2128
H -3.23 0.99 0.11  0.1284
H -0.72 -2.45 -0.04  0.2291
H 1.44 -1.79 -0.14  0.2207

## Properties
Expectation value of S²   2.0151
2S+1   3
E_HOMO (alpha / beta)   -6.7 / -10.2 eV
HOMO-LUMO gap (alpha / beta)   7.20 / 7.25 eV


Sorted by energy, starting with the most stable: <b>, <a>.


<a>
C3H4F2O | ωB97M-V/def2-TZVPD

Last column: natural (NBO) charge in e.
Geometry (Å):
F 0.32 0.34 -1.93  -0.3284
F 0.40 -1.65 -0.35  -0.3638
O -1.22 -0.98 0.86  -0.7090
C 0.69 0.61 0.38  -0.6042
C 0.09 1.12 -0.88  0.2386
C 0.07 -0.76 0.63  0.6226
H 1.88 0.46 0.30  0.2472
H -1.62 -1.78 0.48  0.5123
H 0.42 1.29 1.26  0.2530
H -1.03 1.37 -0.74  0.1316

## Properties
E_HOMO (alpha / beta)   -7.8 / -8.6 eV
HOMO-LUMO gap (alpha / beta)   8.03 / 9.07 eV


<b>
C3H4F2O | ωB97M-V/def2-TZVPD

Last column: natural (NBO) charge in e.
Geometry (Å):
F 0.77 -0.15 -2.02  -0.3342
F -1.16 0.13 -1.12  -0.3226
O 0.49 0.26 1.64  -0.5138
C 0.17 0.16 -0.79  0.6337
C 0.81 0.13 0.39  -0.0090
C -0.77 -0.32 1.92  -0.2941
H -1.49 0.70 1.98  0.2037
H -1.17 -0.92 0.81  0.2103
H -0.98 -1.28 3.13  0.2042
H 1.95 -0.25 0.14  0.2216

## Properties
E_HOMO   -9.5 eV
HOMO-LUMO gap   9.93 eV


Sorted by energy, starting with the most stable: <a>, <b>.


<a>
C3H4F2O | ωB97M-V/def2-TZVPD

Last column: natural (NBO) charge in e.
Geometry (Å):
F -1.45 -1.97 -0.38  -0.2986
F -2.56 0.43 0.62  -0.6675
O -0.76 1.27 -1.26  -0.5401
C 0.07 -0.30 0.66  -0.4872
C -0.70 0.28 -0.45  0.6297
C -0.41 -1.05 -0.56  0.1136
H 1.16 0.04 0.71  0.2378
H -0.41 -0.51 1.57  0.2964
H 0.26 -1.22 -1.38  0.2019
H -0.69 1.98 -0.61  0.5139

## Properties
E_HOMO (alpha / beta)   -10.5 / -10.5 eV
HOMO-LUMO gap (alpha / beta)   9.74 / 9.74 eV


<b>
C3H4F2O | ωB97M-V/def2-TZVPD

Last column: natural (NBO) charge in e.
Geometry (Å):
F 2.63 0.93 -0.05  -0.2727
F 1.75 -0.84 -0.83  -0.3301
O -2.15 0.06 0.17  -0.7013
C 0.36 0.38 0.41  -0.4264
C -0.82 -0.55 0.15  -0.0887
C 1.57 0.24 -0.08  0.7556
H -2.08 0.75 -0.50  0.4606
H -0.62 -0.81 -0.92  0.1768
H 0.30 1.31 0.92  0.2221
H -0.94 -1.46 0.74  0.2042

## Properties
E_HOMO   -9.8 eV
HOMO-LUMO gap   10.56 eV
Structure (SMILES)   OCC=C(F)F


Sorted by energy, starting with the most stable: <b>, <a>.


<a>
C4H21NO6 | ωB97M-V/def2-TZVPD

Last column: natural (NBO) charge in e.
Geometry (Å):
O -14.82 -9.38 -4.18  -1.0277
O -14.38 -12.88 -4.77  -1.0405
O -12.27 -12.77 -4.11  -0.9102
O -13.79 -11.56 -6.26  -0.7524
O -10.56 -8.12 -2.72  -0.5445
O -13.27 -10.47 -4.79  -0.9013
N -11.62 -9.33 -5.01  -0.8995
C -11.02 -10.17 -3.96  -0.0761
C -10.43 -11.36 -4.72  -0.5985
C -9.66 -7.27 -2.08  -0.2450
C -9.97 -9.38 -3.12  -0.0539
H -9.59 -11.05 -5.34  0.2237
H -14.19 -12.47 -5.61  0.4207
H -14.45 -11.39 -6.93  0.5342
H -9.43 -7.74 -1.12  0.1648
H -13.54 -12.92 -4.32  0.4457
H -11.72 -12.61 -3.34  0.5103
H -9.06 -9.15 -3.68  0.1747
H -12.51 -9.72 -5.28  0.3775
H -10.06 -12.14 -4.06  0.1654
H -8.79 -6.98 -2.66  0.1642
H -10.17 -6.31 -1.97  0.1953
H -14.08 -9.84 -4.59  0.4198
H -11.92 -8.55 -4.44  0.3596
H -12.81 -11.10 -4.24  0.5093
H -13.67 -11.00 -5.48  0.4351
H -11.21 -11.81 -5.35  0.1859
H -12.96 -11.42 -6.70  0.5289
H -11.82 -10.53 -3.32  0.1264
H -9.68 -9.97 -2.25  0.1586
H -11.89 -13.54 -4.52  0.5102
H -15.42 -10.08 -3.91  0.4391

## Properties
E_HOMO   -7.7 eV
HOMO-LUMO gap   7.34 eV


<b>
C4H21NO6 | ωB97M-V/def2-TZVPD

Last column: natural (NBO) charge in e.
Geometry (Å):
O -1.71 -0.17 -2.12  -0.9605
O 0.10 2.68 0.73  -1.0050
O 1.09 0.39 -1.73  -0.9948
O 0.43 -3.13 0.98  -0.5227
O 0.57 2.21 -3.58  -0.9913
O -1.14 3.26 -1.66  -1.0014
N -0.60 0.25 1.98  -0.8408
C 0.33 -0.83 1.67  -0.0996
C -0.16 -3.09 -0.30  -0.2690
C -0.20 -2.25 1.81  -0.0670
C 1.59 -0.69 2.50  -0.6191
H -1.29 0.20 1.28  0.3700
H -1.20 -2.25 1.59  0.1540
H 0.57 2.93 -4.22  0.4753
H -0.03 2.00 1.38  0.5149
H 0.62 -0.70 0.62  0.2033
H 0.62 3.42 1.07  0.4855
H -1.02 -0.02 2.83  0.3559
H -2.06 3.28 -1.28  0.4788
H 1.40 -0.81 3.63  0.1987
H 2.05 0.26 2.29  0.2116
H -1.26 -2.92 -0.27  0.1711
H -0.33 2.29 -3.18  0.5167
H 1.34 0.93 -2.50  0.5109
H 0.34 -2.30 -0.97  0.1839
H 0.92 1.01 -0.99  0.4817
H -0.01 -4.08 -0.74  0.1930
H 2.44 -1.40 2.19  0.2290
H -0.80 -0.37 -2.04  0.4895
H -0.10 -2.55 2.82  0.1747
H -2.01 -0.66 -2.89  0.4634
H -0.50 3.13 -0.89  0.5093

## Properties
E_HOMO   -9.5 eV
HOMO-LUMO gap   10.11 eV
Structure (SMILES)   COC[C@H](C)N.O.O.O.O.O


Sorted by energy, starting with the most stable: <b>, <a>.